[1]
88
Properties=species:S:1:pos:R:3:mulliken_charge:R:1 method="wB97M-V/def2-TZVPD" homo_energy_ev=-9.40 smiles="NCc1cc(ON=O)c(Cl)c2c1C(=O)N(S)C2=O.COCCOC.COCCOC.COCCOC.COCCOC" homo_lumo_gap_ev=7.5 spin_multiplicity=1 mol_weight_da=648.172
N -3.2834 3.9355 -3.6463 -0.5953
C -2.0029 3.6749 -2.8515 0.3846
C -1.3312 5.1406 -2.5541 0.3957
C -1.2807 5.8068 -1.0209 -0.4693
C -0.5955 7.3125 -0.7742 0.2297
O -0.5264 7.8599 0.6092 -0.2065
N 0.3115 7.0303 1.3046 0.1724
O 1.3942 7.1026 0.7056 -0.2312
C 0.0285 8.1891 -2.0541 0.0325
Cl 0.7867 9.8740 -1.9022 -0.1388
C -0.0554 7.4692 -3.5250 0.0611
C -0.6899 5.9837 -3.8055 0.2391
C -0.5281 5.6526 -5.4031 0.3222
O -1.1815 4.8330 -6.2304 -0.5114
N 0.6072 6.6135 -5.8129 -0.2640
S 2.2361 6.0901 -5.3829 -0.0803
C 0.4526 7.9255 -5.0163 0.3347
O 0.6618 9.1706 -5.4858 -0.5067
H -3.0894 3.9536 -4.6812 0.2638
H -4.0288 3.2386 -3.4123 0.2450
H -1.2155 3.0487 -3.4668 -0.3306
H -2.3072 3.1181 -1.8424 0.2568
H -1.7099 5.2147 -0.0791 0.1922
H 2.1280 5.7101 -4.0095 0.1912
C -1.9008 2.0278 1.2485 -0.8581
O -0.6222 1.8064 0.6686 -0.1563
C 0.3965 2.6070 1.2747 -0.3275
C 1.2387 1.7843 2.2538 -0.7097
O 0.4676 1.3800 3.3900 -0.4049
C 0.0534 0.0203 3.3047 -0.7729
H -2.5782 1.2409 0.9058 0.2478
H -1.8637 2.0000 2.3427 0.4263
H -2.2945 2.9948 0.9200 0.2037
H -0.0388 3.4842 1.7705 0.3095
H 1.0435 2.9629 0.4695 0.3486
H 2.0538 2.4120 2.6301 0.4339
H 1.6859 0.9157 1.7566 0.2987
H 0.9050 -0.6371 3.5001 0.3655
H -0.3763 -0.2133 2.3257 0.2730
H -0.7090 -0.1542 4.0685 0.3322
C 0.1233 -3.7465 2.1887 -0.5967
O -0.8867 -3.2108 1.3441 -0.4109
C -0.3921 -2.8882 0.0413 -0.2779
C -0.7877 -3.9567 -0.9818 -0.6280
O -0.1285 -5.1993 -0.7166 -0.3905
C -0.9856 -6.1384 -0.0754 -0.6803
H -0.3554 -4.1746 3.0736 0.1563
H 0.6971 -4.5350 1.6903 0.3618
H 0.8001 -2.9484 2.5096 0.2391
H 0.6960 -2.7451 0.0604 0.3720
H -0.8507 -1.9396 -0.2478 0.3118
H -0.4618 -3.6299 -1.9754 0.3182
H -1.8752 -4.0905 -1.0123 0.3615
H -1.7020 -6.5370 -0.7989 0.3270
H -1.5218 -5.6906 0.7670 0.2843
H -0.3717 -6.9605 0.3021 0.2409
C 1.6937 -5.3927 6.3104 -0.7947
O 0.4438 -5.4097 5.6339 -0.3240
C 0.0929 -6.7170 5.1715 -0.2683
C -0.9471 -7.3683 6.0875 -0.6209
O -0.3977 -7.6509 7.3787 -0.3712
C -0.7962 -6.6945 8.3556 -0.6987
H 1.7962 -4.4340 6.8260 0.2517
H 1.7676 -6.1944 7.0529 0.3492
H 2.5087 -5.4884 5.5861 0.3152
H 0.9843 -7.3502 5.0753 0.3531
H -0.3428 -6.5970 4.1768 0.2503
H -1.2467 -8.3282 5.6527 0.3833
H -1.8439 -6.7438 6.1731 0.3249
H -1.8404 -6.8637 8.6321 0.3239
H -0.6710 -5.6688 7.9952 0.2986
H -0.1707 -6.8292 9.2421 0.2423
C 2.9631 -0.9534 -5.3534 -0.7046
O 1.6735 -1.2420 -4.8299 -0.3966
C 1.4806 -0.6916 -3.5239 -0.3213
C 0.6363 0.5847 -3.5796 -0.2949
O 1.3362 1.6421 -4.2437 -0.3318
C 0.8900 1.8262 -5.5834 -0.6703
H 2.9681 -1.1992 -6.4187 0.2559
H 3.2223 0.1047 -5.2413 0.2900
H 3.7143 -1.5696 -4.8494 0.3276
H 2.4438 -0.5052 -3.0318 0.3727
H 0.9436 -1.4414 -2.9381 0.0102
H 0.4446 0.9245 -2.5559 0.2832
H -0.3320 0.3969 -4.0579 0.3625
H -0.0882 2.3149 -5.5819 0.2659
H 0.8280 0.8775 -6.1255 0.3180
H 1.6062 2.4729 -6.0973 0.2336

=====

[2]
85
Properties=species:S:1:pos:R:3:mulliken_charge:R:1 method="wB97M-V/def2-TZVPD" homo_energy_ev=-8.11 smiles="CS(=O)(=O)c1cc(N)c2ncc(CCCCN)nc2c1O.COCCOCCOC.COCCOCCOC" homo_lumo_gap_ev=6.6 spin_multiplicity=1 mol_weight_da=578.729
C 1.1489 -1.6223 0.0358 -0.7306
S 1.1288 0.2421 0.4489 1.2274
O 1.0364 0.3821 1.9881 -0.6142
O 2.4197 0.9284 -0.1278 -0.6424
C -0.4103 0.9135 -0.4508 -0.0203
C -0.1864 1.4336 -1.9890 -0.5450
C -1.5109 1.9930 -2.7933 0.3079
N -1.2547 2.4973 -4.2285 -0.6166
C -3.0512 2.0324 -2.1553 0.2976
N -4.1393 2.5373 -3.0599 -0.4833
C -5.4474 2.4630 -2.3227 -0.3357
C -5.6708 1.9716 -0.7875 0.3371
C -7.1899 1.9993 -0.1079 -0.4160
C -8.3744 1.4763 -1.1133 -0.5527
C -8.7614 -0.1157 -0.9539 -0.6231
C -8.9746 -0.6201 0.5913 -0.4027
N -7.8629 -1.6019 0.9838 -0.6030
N -4.5495 1.4778 0.0818 -0.3719
C -3.2251 1.5055 -0.6270 0.4145
C -1.9044 0.9540 0.2229 -0.1119
O -2.0776 0.4791 1.6340 -0.4892
H 1.6379 -1.7851 -1.0153 0.0483
H 1.6085 -2.2727 0.8940 0.3242
H -0.0040 -1.9058 -0.0824 0.3554
H 0.8981 1.4038 -2.4837 0.2079
H -1.9855 2.0978 -4.8641 0.2726
H -0.2997 2.1347 -4.5268 0.3021
H -6.4202 2.7995 -2.9259 0.2515
H -7.4029 3.1518 0.1187 0.3310
H -7.1399 1.4548 0.9267 0.2320
H -8.1579 1.6625 -2.2488 0.2251
H -9.3593 2.0820 -0.8172 0.3058
H -9.8156 -0.2487 -1.4974 0.2690
H -7.9997 -0.7758 -1.5801 0.3475
H -9.9726 -1.2746 0.5966 0.2991
H -9.1319 0.2403 1.3746 0.2416
H -8.2989 -2.4005 1.5160 0.2526
H -7.4773 -2.0481 0.1131 0.2263
H -1.7802 1.2379 2.2498 0.3325
C 4.0724 -1.3029 8.8174 -0.8434
O 3.4210 -1.2485 7.5583 -0.2772
C 2.0623 -0.8273 7.6338 -0.5648
C 1.7397 0.2128 6.5511 -0.0637
O 2.3646 1.4898 6.7102 -0.4825
C 3.7904 1.5390 6.6118 -0.2492
C 4.3789 1.2200 5.2311 -0.4880
O 4.1699 -0.1449 4.8730 -0.3484
C 3.6466 -0.3170 3.5651 -0.8460
H 3.8722 -2.2629 9.2994 0.2938
H 5.1481 -1.2155 8.6423 0.2326
H 3.7739 -0.4767 9.4698 0.3983
H 1.8251 -0.4068 8.6137 0.3463
H 1.4380 -1.7111 7.4794 0.3899
H 0.6620 0.4081 6.5961 0.4050
H 1.9249 -0.1790 5.5529 -0.0697
H 4.2496 0.9303 7.3916 0.0487
H 4.0685 2.5737 6.8512 0.4234
H 5.4560 1.3838 5.2526 0.3886
H 3.9468 1.8988 4.4901 0.3010
H 2.9132 0.4514 3.3121 0.3962
H 3.1423 -1.2858 3.5288 0.2821
H 4.4628 -0.3137 2.8394 0.3555
C 4.4133 -1.6521 -7.8420 -0.8323
O 4.6861 -1.3581 -6.4812 -0.2741
C 4.7372 0.0365 -6.1954 -0.6026
C 3.9599 0.3723 -4.9144 -0.2105
O 2.5390 0.2261 -4.9933 -0.4282
C 2.0257 -1.0934 -5.1948 -0.4918
C 2.2460 -2.0821 -4.0423 0.2673
O 3.6275 -2.3951 -3.8747 -0.3083
C 4.0744 -2.2998 -2.5311 -0.7115
H 5.3407 -1.6365 -8.4197 0.2932
H 3.9874 -2.6579 -7.8887 0.2353
H 3.6819 -0.9613 -8.2724 0.3937
H 4.3385 0.6314 -7.0203 0.3375
H 5.7884 0.3025 -6.0571 0.3947
H 4.1320 1.4326 -4.6959 0.4471
H 4.3506 -0.1708 -4.0561 0.0571
H 2.3782 -1.5009 -6.1430 0.0172
H 0.9411 -0.9741 -5.3165 0.4961
H 1.7312 -3.0160 -4.2663 0.3983
H 1.8154 -1.6682 -3.1258 -0.2567
H 3.6189 -1.4579 -2.0059 0.3358
H 5.1552 -2.1396 -2.5461 0.2831
H 3.8606 -3.2332 -2.0058 0.2804

=====

no.,lowest unoccupied orbital energy (eV),largest force on an atom (eV/A),electronic energy (hartree)
1,-1.895,9.33,-2904.972952
2,-1.506,7.45,-2273.877820